Entry from the OMol25 dataset: a cluster of 7 separate species, C42H42Cl6N2O4 in total at a distorted geometry (ωB97M-V with the def2-TZVPD basis set).

```
96
Properties=species:S:1:pos:R:3
O 11.926 -14.473 -20.855
C 12.044 -15.673 -20.310
C 11.391 -16.059 -19.029
C 10.472 -15.224 -18.425
C 9.711 -15.587 -17.321
C 9.900 -16.829 -16.757
C 10.763 -17.691 -17.358
C 11.645 -17.315 -18.393
C 12.754 -18.191 -18.849
O 13.080 -19.232 -18.279
C 13.380 -17.825 -20.165
C 14.339 -18.691 -20.659
C 14.767 -18.491 -21.981
C 14.311 -17.409 -22.699
C 13.400 -16.514 -22.218
C 12.938 -16.723 -20.899
H 10.364 -14.246 -18.869
H 9.015 -14.846 -16.959
H 9.410 -17.126 -15.841
H 10.727 -18.670 -16.902
H 14.579 -19.570 -20.080
H 15.528 -19.150 -22.373
H 14.626 -17.218 -23.714
H 12.984 -15.704 -22.798
O 15.273 -32.118 -4.533
C 16.416 -32.100 -4.138
C 16.977 -33.297 -3.645
C 16.306 -34.556 -3.736
C 16.876 -35.738 -3.252
C 18.086 -35.734 -2.649
C 18.860 -34.587 -2.625
C 18.338 -33.344 -3.089
C 19.198 -32.108 -2.943
O 20.288 -32.093 -2.441
C 18.538 -30.880 -3.558
C 19.265 -29.697 -3.584
C 18.811 -28.528 -4.157
C 17.642 -28.548 -4.899
C 16.871 -29.717 -4.836
C 17.221 -30.853 -4.095
H 15.281 -34.637 -4.066
H 16.269 -36.627 -3.346
H 18.492 -36.711 -2.434
H 19.848 -34.645 -2.194
H 20.146 -29.621 -2.963
H 19.437 -27.652 -4.073
H 17.309 -27.721 -5.509
H 15.973 -29.944 -5.391
C 14.699 -11.145 -14.327
C 14.840 -10.271 -15.601
C 16.250 -9.615 -15.605
C 16.291 -8.193 -16.102
N 16.231 -7.057 -16.568
H 15.621 -11.717 -14.215
H 13.777 -11.727 -14.330
H 14.686 -10.430 -13.505
H 14.036 -9.534 -15.591
H 14.662 -10.895 -16.476
H 16.885 -10.122 -16.332
H 16.741 -9.677 -14.633
C 16.108 -25.673 -21.045
C 15.921 -25.412 -19.501
C 17.110 -24.927 -18.650
C 17.989 -23.920 -19.175
N 18.699 -23.092 -19.607
H 16.969 -25.068 -21.330
H 15.235 -25.328 -21.598
H 16.373 -26.683 -21.358
H 15.570 -26.319 -19.009
H 15.174 -24.666 -19.231
H 17.857 -25.709 -18.510
H 16.731 -24.447 -17.748
Cl 15.670 -17.919 -11.468
C 14.071 -18.720 -11.759
C 14.370 -20.217 -11.888
Cl 14.945 -20.684 -10.203
H 13.542 -18.411 -12.660
H 13.313 -18.462 -11.020
H 15.119 -20.185 -12.680
H 13.431 -20.723 -12.115
Cl 6.269 -15.622 -8.301
C 6.536 -14.971 -6.566
C 8.007 -14.525 -6.354
Cl 9.150 -15.835 -6.572
H 6.247 -15.698 -5.807
H 5.914 -14.087 -6.432
H 8.158 -14.223 -5.318
H 8.378 -13.735 -7.007
Cl 7.384 -22.790 -9.209
C 8.104 -22.106 -7.712
C 9.433 -22.764 -7.407
Cl 9.508 -24.524 -7.223
H 7.316 -22.256 -6.974
H 8.016 -21.023 -7.621
H 9.769 -22.307 -6.476
H 10.098 -22.331 -8.153
```

The value obtained for the total energy is -4797.145311 Eh. The spin multiplicity is 1. The value obtained for the HOMO energy is -9.746 eV. For the HOMO-LUMO gap, the calculation gives 8.3 eV. Its SMILES is O=C1c2ccccc2C(=O)c2ccccc21.O=C1c2ccccc2C(=O)c2ccccc21.CCCC#N.CCCC#N.ClCCCl.ClCCCl.ClCCCl.

---

Entry from the OMol25 dataset: the molecule C15H15NO3S2 (ωB97M-V with the def2-TZVPD basis set).

```
36
Properties=species:S:1:pos:R:3
C -6.544 -0.714 -0.838
O -5.485 0.135 -0.426
C -4.273 -0.432 -0.349
O -4.058 -1.599 -0.612
C -3.257 0.497 0.092
S -3.642 2.115 0.576
C -2.005 2.400 0.991
C -1.199 1.329 0.774
C -1.904 0.220 0.239
N -1.389 -1.019 -0.055
C -0.094 -1.400 -0.312
O 0.210 -2.573 -0.310
C 0.861 -0.323 -0.654
C 0.599 0.648 -1.576
S 1.948 1.674 -1.845
C 2.894 0.788 -0.688
C 2.197 -0.251 -0.156
C 2.786 -1.174 0.862
C 4.309 -1.050 0.872
C 4.724 0.419 0.920
C 4.307 1.131 -0.369
H -7.428 -0.085 -0.904
H -6.316 -1.163 -1.807
H -6.696 -1.513 -0.109
H -1.721 3.355 1.389
H -0.151 1.318 1.006
H -2.091 -1.757 -0.130
H -0.303 0.806 -2.134
H 2.386 -0.921 1.850
H 2.480 -2.197 0.638
H 4.716 -1.508 -0.032
H 4.715 -1.584 1.732
H 4.243 0.901 1.774
H 5.804 0.503 1.050
H 4.953 0.811 -1.194
H 4.423 2.212 -0.267
```

The value obtained for the total energy is -1657.487191 Eh. The spin multiplicity is 1. The value obtained for the HOMO energy is -8.511 eV. For the HOMO-LUMO gap, the calculation gives 8.8 eV. Its SMILES is COC(=O)c1sccc1NC(=O)c1csc2c1CCCC2.

---

| no. | LUMO energy (eV) |
| --- | --- |
| 1 | -1.5 |
| 2 | 0.3 |